(1)
Entry from the OMol25 dataset: a molecular structure, C3H7NO2 (wB97M-V/def2-TZVPD).

Positions of all 13 atoms, in Å:
C 2.0279 0.1736 -0.2794
N 0.5883 0.0348 -0.3711
C -0.2486 0.2453 0.6593
O -0.0296 0.5195 1.8137
C -1.9497 -0.4345 0.1560
O -2.1764 -0.0538 -1.1098
H 2.3895 0.8953 -1.0168
H 2.2616 0.5307 0.7254
H 2.5214 -0.7896 -0.4424
H 0.1379 -0.1987 -1.2529
H -2.5694 -0.0364 0.9762
H -1.6284 -1.4725 0.3576
H -1.3247 0.5864 -0.2160

Calculated values
Gap between HOMO and LUMO ... 0.3449 Ha

***

(2)
Entry from the OMol25 dataset: a single C3H7NO2 molecule in a non-equilibrium geometry (wB97M-V/def2-TZVPD).

Positions of all 13 atoms, in Å:
C 0.8848 0.0934 1.5141
C 0.0824 -0.2233 0.4528
C 0.4778 -1.2889 -0.5082
N -1.1763 0.3321 0.2237
O -1.1887 2.0215 -1.3982
O -1.5477 0.7093 -1.0228
H 0.6736 0.9164 2.0828
H 1.8146 -0.4469 1.6368
H 0.6614 -2.1930 -0.0503
H 1.4184 -0.8953 -0.8703
H -0.2254 -1.5430 -1.4109
H -1.6367 0.7388 1.0622
H -0.2382 1.7790 -1.7117

Calculated values
Structure (SMILES) ... C=C(C)NOO
Gap between HOMO and LUMO ... 0.3509 Ha

***

(3)
Entry from the OMol25 dataset: 2 unconnected molecules or ions with the total composition C3H7NO2 in a non-equilibrium geometry (wB97M-V/def2-TZVPD).

Positions of all 13 atoms, in Å:
C 0.5713 -1.3060 0.2062
C 0.8384 -0.0642 0.0177
C 1.7945 0.9816 0.0919
N -1.0870 0.8838 -0.6745
O -2.6164 -0.7663 0.0425
O -2.0821 0.6702 0.1155
H -0.3872 -1.7956 -0.0647
H 1.2405 -2.0837 0.5350
H 1.2941 1.9976 0.3758
H 2.4640 1.1837 -0.7851
H 2.3961 0.7297 0.9769
H -1.2268 0.2635 -1.5461
H -3.1994 -0.6943 0.7089

Calculated values
Gap between HOMO and LUMO (spin up / spin down) ... 0.3016 / 0.3175 Ha

***

(4)
Entry from the OMol25 dataset: a single C3H7NO2 molecule (wB97M-V/def2-TZVPD).

Positions of all 13 atoms, in Å:
N 0.9263 0.3697 1.5597
C 0.9948 -0.3787 0.5336
O 1.7967 -1.4599 0.5613
C 0.2873 -0.2567 -0.7994
C -0.7899 0.8191 -0.7858
O -1.8780 0.4736 0.0451
H 2.2431 -1.4482 1.4238
H 0.3283 1.1813 1.4208
H -0.1642 -1.2262 -1.0380
H 1.0378 -0.0679 -1.5780
H -0.3397 1.7780 -0.4821
H -1.2010 0.9705 -1.7877
H -1.5246 0.2442 0.9147

Calculated values
Structure (SMILES) ... [H]/N=C(/O)CCO
Gap between HOMO and LUMO ... 0.4183 Ha

***

(5)
Entry from the OMol25 dataset: a single C3H7NO2 molecule in a non-equilibrium geometry (wB97M-V/def2-TZVPD).

Positions of all 13 atoms, in Å:
O -0.1694 -1.7333 -0.1852
C 0.9762 -0.9560 -0.4791
C 0.6537 0.5000 -0.7573
O 0.5284 1.2779 0.4356
C -0.4976 1.3039 1.2482
N -1.6142 0.5752 1.0296
H -0.4204 -1.5707 0.7331
H 1.7281 -1.0161 0.3214
H 1.4201 -1.3845 -1.3828
H 1.4893 0.9801 -1.2708
H -0.2433 0.5775 -1.3835
H -2.0090 1.4245 1.5154
H -1.8420 0.0215 0.1755

Calculated values
Gap between HOMO and LUMO ... 0.3458 Ha

***

(6)
Entry from the OMol25 dataset: a molecular structure, C3H7NO2 (wB97M-V/def2-TZVPD).

Positions of all 13 atoms, in Å:
N 1.9123 0.3097 -0.3308
C 0.7809 0.4547 -1.0914
O 0.4627 -0.6336 -1.7134
C -0.9536 -0.1402 -0.7403
C -1.0988 0.3547 0.7018
O -0.3536 -0.3943 1.6237
H 2.3991 1.1474 -0.0458
H 2.4964 -0.5004 -0.5407
H -1.2415 -1.1956 -0.7521
H -1.5170 0.4541 -1.4529
H -0.8835 1.4295 0.7586
H -2.1563 0.1930 0.9570
H 0.5807 -0.2527 1.4022

Calculated values
Gap between HOMO and LUMO (spin up / spin down) ... 0.3398 / 0.3399 Ha

***

(7)
Entry from the OMol25 dataset: a single C3H7NO2 molecule (wB97M-V/def2-TZVPD).

Positions of all 13 atoms, in Å:
N -0.9769 -1.2797 -0.4455
C -1.1307 0.0892 -0.6267
O -2.1475 0.5518 -1.1079
C -0.0269 0.9990 -0.0928
C 1.2522 0.3684 0.4563
O 1.0422 -0.4344 1.5980
H -1.7132 -1.8175 -0.8877
H -0.0549 -1.6839 -0.5491
H -0.5045 1.5783 0.7067
H 0.2101 1.7134 -0.8900
H 1.7858 -0.1894 -0.3342
H 1.9246 1.1706 0.7787
H 0.3396 -1.0659 1.3943

Calculated values
Structure (SMILES) ... NC(=O)CCO
Gap between HOMO and LUMO ... 0.3978 Ha

***

(8)
Entry from the OMol25 dataset: a single C3H7NO2 molecule (wB97M-V/def2-TZVPD).

Positions of all 13 atoms, in Å:
O 1.1044 -0.4167 0.4820
C 0.7347 -0.6345 -0.8770
C -0.7159 -0.1556 -0.9331
N -0.7556 0.8965 0.0798
C 0.2122 0.5192 1.0835
O -0.3470 -0.0738 2.2093
H -0.2943 -1.0236 2.0499
H 0.8707 -1.6948 -1.1177
H 1.3740 -0.0483 -1.5537
H -1.4076 -0.9599 -0.6573
H -1.0154 0.2363 -1.9079
H -0.4711 1.7833 -0.3195
H 0.7374 1.4073 1.4510

Calculated values
Structure (SMILES) ... O[C@@H]1NCCO1
Gap between HOMO and LUMO ... 0.3923 Ha

***

(9)
Entry from the OMol25 dataset: a single C3H7NO2 molecule (wB97M-V/def2-TZVPD).

Positions of all 13 atoms, in Å:
C 1.4631 1.4294 -0.7966
N 0.8737 1.1242 0.4913
C 0.0174 0.2011 0.5698
O -0.5580 -0.1179 1.7490
O -0.4188 -0.5518 -0.4508
C -1.3510 -1.5937 -0.1735
H 2.5201 1.6755 -0.6545
H 0.9791 2.3126 -1.2315
H 1.3879 0.6098 -1.5216
H -0.1565 0.4920 2.3869
H -0.9323 -2.3201 0.5283
H -1.5452 -2.0723 -1.1340
H -2.2796 -1.1886 0.2372

Calculated values
Structure (SMILES) ... C/N=C(/O)OC
Gap between HOMO and LUMO ... 0.3718 Ha

***

(10)
Entry from the OMol25 dataset: 2 unconnected molecules or ions with the total composition C3H7NO2 in a non-equilibrium geometry (wB97M-V/def2-TZVPD).

Positions of all 13 atoms, in Å:
C 1.0248 -0.7033 0.6041
C -0.6946 -1.8215 -0.6743
N -0.2150 -0.6967 -0.2403
H 0.7053 -0.3735 1.5759
H 1.7450 -0.0023 0.2161
H 1.4434 -1.7443 0.6406
H -0.2484 -2.7739 -0.2730
H -1.5285 -1.8359 -1.3469
H -0.5920 0.3682 -0.5981
O -1.1605 1.5753 -0.5929
C -0.3838 2.4235 0.0354
O 0.6859 2.1033 0.5615
H -0.7817 3.4813 0.0921

Calculated values
Gap between HOMO and LUMO ... 0.3269 Ha

***

(11)
Entry from the OMol25 dataset: 2 unconnected molecules or ions with the total composition C3H7NO2 (wB97M-V/def2-TZVPD).

Positions of all 13 atoms, in Å:
C -0.2187 -1.5657 1.4589
C 0.0197 -0.7692 0.4142
N 1.3531 -0.9015 -0.1052
O 1.6018 -0.1566 -1.0329
C -0.9331 0.2429 -0.1795
O -1.1023 0.1135 -1.5707
H 0.5658 -2.2214 1.8288
H 1.2478 2.9309 -0.4613
H -1.1805 -1.5679 1.9646
H 1.3954 2.2476 -0.7162
H -0.5893 1.2514 0.0977
H -1.9197 0.0987 0.2703
H -0.2400 0.2974 -1.9686

Calculated values
Structure (SMILES) ... C=C(CO)N=O.[H][H]
Gap between HOMO and LUMO ... 0.3154 Ha

***

(12)
Entry from the OMol25 dataset: 2 unconnected molecules or ions with the total composition C3H7NO2 (wB97M-V/def2-TZVPD).

Positions of all 13 atoms, in Å:
N -0.5122 2.1114 -0.7049
C -0.3434 1.5828 -1.7810
O -0.1921 1.1718 -2.8713
C 1.0847 -0.8695 0.1399
C -0.3481 -0.8784 0.6337
O -0.5271 0.2603 1.4785
H -0.4950 1.6391 0.2025
H 1.3243 0.0910 -0.3263
H 1.7803 -1.0233 0.9692
H 1.2370 -1.6566 -0.6042
H -1.0503 -0.8379 -0.2129
H -0.5542 -1.7988 1.1962
H -1.4039 0.2081 1.8806

Calculated values
Structure (SMILES) ... N=C=O.CCO
Gap between HOMO and LUMO ... 0.4164 Ha